# C5H9NO

C5H9NO in the gas phase (the ωB97M-V functional and the def2-TZVPD basis, the OMol25 dataset).

Geometry as XYZ:
```
16
Properties=species:S:1:pos:R:3:forces:R:3
O 0.91970 -2.04285 -1.24092 0.4232 0.3101 0.2195
N -0.66769 0.83954 -0.91861 0.4177 -0.0449 -0.0037
C 1.62035 0.04535 -0.23603 -0.0747 -0.0039 0.0177
C 0.59429 0.86260 -0.99967 -0.2661 0.0973 -0.0400
C 1.74842 -1.41198 -0.63386 -0.2562 -0.2069 -0.1693
C -1.34693 -0.09446 -0.03293 -0.0601 -0.1269 0.0687
C -1.81541 0.61037 1.23783 -0.0173 0.0547 0.0636
H -0.74310 -0.97584 0.21591 -0.0583 0.1288 -0.0283
H -2.29838 1.56101 0.99327 0.0417 -0.1311 0.0188
H 1.40066 0.05349 0.84231 0.0075 -0.0528 -0.1208
H -2.22048 -0.45704 -0.58527 0.1288 0.0317 0.0816
H 2.69030 -1.89283 -0.29257 -0.1135 0.0147 -0.0420
H -0.97580 0.81954 1.91084 -0.1051 0.0116 -0.1178
H 2.60937 0.50836 -0.33957 -0.1416 -0.0805 0.0245
H -2.53328 -0.01545 1.77825 0.1239 0.0860 -0.0666
H 1.01799 1.59020 -1.69900 -0.0499 -0.0878 0.0941
```
Forces are in eV/Å.

Output
relative energy (zero: lowest compared OMol25 entry of this formula, charge and spin)	1.807	eV
orbital gap	10.22	eV
molecular weight	99.13	g/mol
E_HOMO	-0.3481	hartree
electronic energy	-325.87116	hartree
SMILES	CC/N=C\CC=O

Charges obtained by Mulliken population analysis, quoted in units of e: -0.450 -0.526 -0.569 0.022 0.040 -0.182 -1.077 0.176 0.309 0.263 0.307 0.359 0.252 0.357 0.344 0.374